(1)
This record from OMol25 describes a molecular structure, C42H52F3N4ReSSbSe4. The level of theory is ωB97M-V with the def2-TZVPD basis set.

Each line ends with the Mulliken charge.
Positions of all 108 atoms, in Å:
1 Re 0.460 2.216 -0.640  2.4297
2 C -0.095 3.980 2.751  -1.4865
3 C -0.368 3.073 3.965  0.4709
4 C -1.830 2.543 4.014  -1.0909
5 C 0.734 2.037 4.221  0.6863
6 C 1.418 2.121 5.439  -1.0806
7 C 2.474 1.277 5.728  -1.3328
8 C 2.839 0.280 4.821  -0.6949
9 C 2.151 0.091 3.636  0.8350
10 C 2.634 -1.029 2.726  2.2927
11 C 3.871 -0.608 1.896  -1.2769
12 C 2.949 -2.317 3.503  -1.7848
13 C 1.110 1.007 3.284  0.2070
14 N 0.252 0.785 2.217  0.6226
15 C -0.488 -0.997 0.097  1.4625
16 C -0.417 -0.814 -1.453  -2.5363
17 N -0.250 0.362 -2.003  1.4841
18 C 0.215 0.319 -3.402  -0.1048
19 C 1.600 0.096 -3.600  0.8292
20 C 2.157 0.275 -4.871  -0.4529
21 C 1.379 0.632 -5.965  -1.5554
22 C 0.010 0.819 -5.786  -0.7299
23 C -0.604 0.584 -4.538  0.3578
24 C -2.111 0.783 -4.502  0.0533
25 C -2.519 2.275 -4.414  -1.4516
26 C -2.960 -0.135 -3.586  -0.5296
27 C 2.555 -0.343 -2.488  1.3068
28 C 3.220 -1.695 -2.843  -1.5466
29 C 3.665 0.695 -2.262  -0.9911
30 C -0.219 -2.179 -2.016  0.6848
31 C -0.178 -2.720 -3.302  0.1561
32 C 0.113 -4.093 -3.448  -1.0655
33 C 0.358 -4.949 -2.379  -0.8433
34 C 0.346 -4.454 -1.051  0.9931
35 C 0.525 -5.157 0.177  -0.9831
36 C 0.400 -4.529 1.402  -1.3629
37 C 0.083 -3.163 1.512  0.3465
38 C -0.049 -2.443 0.342  -0.2080
39 C 0.048 -3.069 -0.924  -0.9568
40 H -0.809 4.827 2.766  0.4443
41 H -0.201 3.465 1.801  0.0846
42 H 0.911 4.421 2.833  0.3811
43 H -0.294 3.757 4.832  0.5936
44 H -2.005 1.740 3.285  -0.0912
45 H -2.531 3.362 3.821  0.4513
46 H -2.040 2.156 5.025  0.3815
47 H 1.101 2.875 6.176  0.4269
48 H 3.039 1.393 6.658  0.3853
49 H 3.671 -0.393 5.067  0.3118
50 H 1.837 -1.269 2.012  -1.3408
51 H 4.716 -0.410 2.566  0.4487
52 H 3.683 0.315 1.322  0.0622
53 H 4.177 -1.387 1.174  0.3383
54 H 3.908 -2.258 4.038  0.4863
55 H 3.032 -3.166 2.811  0.3706
56 H 2.154 -2.537 4.234  0.3710
57 H 3.241 0.156 -4.964  0.3439
58 H 1.842 0.788 -6.942  0.3895
59 H -0.628 1.116 -6.625  0.5106
60 H -2.405 0.495 -5.527  0.6264
61 H -2.447 2.655 -3.390  0.1108
62 H -3.565 2.381 -4.746  0.4705
63 H -1.886 2.869 -5.078  0.3972
64 H -2.867 0.188 -2.544  -0.4675
65 H -2.664 -1.186 -3.712  0.2241
66 H -4.004 -0.030 -3.902  0.5492
67 H 1.979 -0.471 -1.575  -0.8309
68 H 3.982 -1.542 -3.624  0.4159
69 H 2.482 -2.441 -3.205  0.2350
70 H 3.734 -2.103 -1.969  0.3848
71 H 4.322 0.737 -3.148  0.4839
72 H 4.288 0.378 -1.411  0.3498
73 H 3.286 1.702 -2.076  -0.3450
74 H -0.336 -2.098 -4.201  0.3592
75 H 0.176 -4.483 -4.478  0.4123
76 H 0.589 -6.007 -2.573  0.4199
77 H 0.747 -6.229 0.145  0.4523
78 H 0.546 -5.105 2.324  0.4678
79 H -0.027 -2.679 2.493  0.8619
80 Se 1.127 6.879 -0.822  -0.4211
81 Sb 2.229 4.907 -1.669  0.4880
82 Se 2.317 3.174 0.406  -0.3776
83 Se 0.352 3.280 -2.681  -0.3688
84 Se 4.068 4.386 -3.154  -0.4028
85 F -1.943 3.862 -0.129  -0.1942
86 C -1.557 2.556 -0.177  0.2692
87 F -2.024 1.996 1.035  0.1479
88 F -2.408 2.005 -1.177  -0.2282
89 C -4.934 0.572 0.041  -0.8062
90 C -4.347 -0.840 0.139  -0.6146
91 N -2.913 -0.925 -0.121  0.1641
92 C -1.873 -0.820 0.704  -0.2047
93 S 0.828 0.246 0.664  -0.7740
94 N -1.868 -0.659 2.008  1.4743
95 C -2.923 -0.907 2.958  -0.7109
96 C -2.332 -1.056 4.366  -1.1892
97 H -5.998 0.513 0.290  0.5401
98 H -4.822 0.976 -0.977  0.1593
99 H -4.453 1.250 0.752  0.0009
100 H -4.843 -1.487 -0.593  0.4931
101 H -4.529 -1.269 1.119  0.3646
102 H -2.660 -0.976 -1.106  -0.0749
103 H -1.023 -0.052 2.340  -0.5919
104 H -3.450 -1.823 2.665  0.5101
105 H -3.621 -0.064 2.988  0.3606
106 H -1.831 -2.030 4.483  0.3326
107 H -3.139 -1.000 5.105  0.4255
108 H -1.637 -0.233 4.594  0.1486

Its total charge is +1. The total energy comes out at -339392.70155 eV. For the relative energy (zero: lowest compared OMol25 entry of this formula, charge and spin), the calculation gives 0.0 kcal/mol. The largest force on an atom comes out at 2.745 eV/A.


(2)
This record from OMol25 describes a molecular structure, C42H52FI2N3O5S3. The level of theory is ωB97M-V with the def2-TZVPD basis set.

Each line ends with the Mulliken charge.
Positions of all 108 atoms, in Å:
1 C 10.031 -5.654 2.781  -0.9097
2 C 9.967 -4.306 1.806  0.0194
3 O 10.962 -4.357 0.699  -0.5397
4 C 8.427 -4.273 1.173  -0.4314
5 N 7.591 -3.472 2.147  -0.3015
6 C 6.139 -3.900 2.155  -0.4946
7 C 5.180 -2.699 1.497  -0.2529
8 O 3.791 -3.102 1.770  -0.2907
9 C 2.812 -2.188 1.161  0.3564
10 C 2.828 -1.752 -0.427  -0.7260
11 C 1.659 -0.739 -1.061  0.4237
12 C 1.750 -0.383 -2.659  -0.9073
13 I 1.835 1.754 -3.131  0.2102
14 C 0.583 -1.214 -3.520  -0.2621
15 C 1.357 -1.896 -4.836  -0.8523
16 I -1.048 0.052 -4.245  0.0968
17 C 0.519 -0.211 -0.005  0.4879
18 C 0.433 -0.632 1.600  -0.1038
19 C 1.610 -1.621 2.171  -0.6408
20 N -0.676 -0.150 2.547  0.1468
21 C -1.918 -0.983 2.315  -0.4437
22 C -3.131 -0.738 3.390  -0.1836
23 C -4.558 -1.070 2.628  -0.6477
24 S -5.694 -2.224 3.570  -0.1597
25 C -6.687 -3.194 2.258  -0.0925
26 S -5.936 -4.548 1.557  -0.0293
27 N -8.056 -2.644 1.932  0.1859
28 C -8.266 -2.411 0.453  0.0835
29 C -8.364 -0.830 -0.071  -0.4358
30 C -8.644 -0.603 -1.679  -0.3312
31 C -8.849 -1.797 -2.794  -0.3707
32 C -8.723 -3.351 -2.284  -0.4002
33 C -8.451 -3.609 -0.687  -0.0777
34 C -9.182 -3.558 2.361  0.4015
35 C -10.725 -3.027 2.003  -0.2520
36 C -12.096 -3.873 2.331  -0.3183
37 C -11.951 -5.343 3.047  -0.4018
38 C -10.435 -5.852 3.428  -0.4231
39 C -9.040 -5.012 3.104  -0.1534
40 C -0.929 1.335 2.401  -0.0424
41 C -1.076 2.208 3.796  -0.4795
42 C -1.312 3.846 3.729  0.2080
43 F -1.412 4.539 5.056  -0.2814
44 C -1.390 4.579 2.265  -0.4199
45 C -1.289 3.748 0.818  -0.4766
46 C -1.053 2.127 0.934  0.3697
47 S -0.852 0.986 -0.585  -0.0677
48 H 11.112 -5.715 3.229  0.3338
49 H 9.740 -6.603 2.160  0.2620
50 H 9.187 -5.508 3.611  0.2448
51 H 10.185 -3.337 2.436  0.2376
52 H 11.859 -4.469 1.163  0.3290
53 H 8.493 -3.744 0.125  0.2302
54 H 8.110 -5.394 1.049  0.2299
55 H 8.013 -3.484 3.108  0.2655
56 H 6.033 -4.921 1.558  0.2376
57 H 5.820 -4.152 3.275  0.2978
58 H 5.509 -1.707 2.058  0.2026
59 H 5.460 -2.656 0.357  0.1412
60 H 3.647 -2.161 -1.184  0.0789
61 H 2.781 -0.848 -3.042  0.4210
62 H 0.206 -2.152 -2.884  0.4076
63 H 1.628 -3.023 -4.645  0.2600
64 H 2.323 -1.278 -5.142  0.2399
65 H 0.627 -1.829 -5.755  0.3049
66 H 1.618 -1.942 3.297  0.3073
67 H -1.575 -2.121 2.425  0.2757
68 H -2.334 -0.818 1.233  0.2681
69 H -2.976 -1.387 4.376  0.3330
70 H -3.221 0.394 3.756  0.1997
71 H -5.140 -0.039 2.491  0.2683
72 H -4.408 -1.502 1.530  0.2900
73 H -8.248 0.057 0.712  0.3174
74 H -8.746 0.518 -2.077  0.2542
75 H -9.081 -1.630 -3.940  0.2881
76 H -8.840 -4.310 -2.972  0.2791
77 H -8.368 -4.718 -0.254  0.2571
78 H -10.839 -1.973 1.476  0.2319
79 H -13.115 -3.384 1.994  0.2794
80 H -12.940 -5.946 3.250  0.2867
81 H -10.344 -6.919 3.955  0.2402
82 H -7.989 -5.442 3.386  0.2199
83 H -0.998 1.619 4.823  0.3163
84 H -1.524 5.742 2.215  0.2881
85 H -1.342 4.284 -0.223  0.2986
86 C 5.317 9.526 -2.474  -0.8343
87 O 4.242 8.847 -3.103  -0.2814
88 C 4.351 8.785 -4.523  -0.5100
89 C 4.157 7.355 -5.049  -0.2075
90 O 5.154 6.400 -4.672  -0.4710
91 C 5.245 6.057 -3.284  -0.3204
92 C 4.026 5.343 -2.682  -0.2267
93 O 2.894 6.207 -2.614  -0.3060
94 C 1.706 5.639 -3.144  -0.7764
95 H 5.070 10.585 -2.369  0.2797
96 H 5.444 9.100 -1.474  0.2417
97 H 6.268 9.407 -3.010  0.3935
98 H 5.309 9.177 -4.875  0.3481
99 H 3.554 9.418 -4.930  0.3704
100 H 4.199 7.405 -6.142  0.4368
101 H 3.162 6.977 -4.819  0.0019
102 H 5.529 6.928 -2.697  0.0676
103 H 6.090 5.372 -3.213  0.4303
104 H 4.264 5.053 -1.651  0.3600
105 H 3.813 4.433 -3.251  0.1186
106 H 1.906 4.973 -3.990  0.3629
107 H 1.074 6.456 -3.507  0.2420
108 H 1.171 5.103 -2.359  0.2681

The total energy comes out at -110488.15101 eV. The largest force on an atom comes out at 5.426 eV/A.